A) Below is a single C2H3NO2 molecule, with properties calculated with ωB97M-V/def2-TZVPD.

Last column: natural (NBO) charge in e.
Cartesian coordinates (Å):
C -0.4742 0.0021 0.1998  0.595
C 0.8342 -0.5957 -0.2886  -0.731
N -0.4884 1.5258 0.3591  0.063
O -1.4754 -0.5505 0.5255  -0.463
O -1.5117 1.8453 0.8696  -0.196
H 0.4430 -1.4185 -0.9139  0.245
H 1.1435 0.0703 -1.1399  0.239
H 1.5291 -0.8789 0.3884  0.247

Structure (SMILES): CC(=O)N=O
2S+1: 1
HOMO-LUMO gap, hartree: 0.302
HOMO level, eV: -9.33
LUMO, eV: -1.1

B) Below is a single C2H3NO2 molecule, with properties calculated with ωB97M-V/def2-TZVPD.

Last column: natural (NBO) charge in e.
Cartesian coordinates (Å):
C -0.2998 0.7815 0.8393  0.526
C -0.0321 -0.9587 -0.8727  0.561
H -1.3205 0.3754 0.8271  0.103
H 1.4553 0.4421 -0.0961  0.415
H -0.9738 -1.0796 -0.4530  0.125
N 0.5233 0.1141 -0.0185  -0.662
O 0.0144 1.7484 1.5035  -0.566
O 0.6333 -1.4232 -1.7297  -0.503

Structure (SMILES): O=CNC=O
2S+1: 1
HOMO-LUMO gap, hartree: 0.416
HOMO level, eV: -10.48
LUMO, eV: 0.8

C) Below is a single C2H3NO2 molecule, with properties calculated with ωB97M-V/def2-TZVPD.

Last column: natural (NBO) charge in e.
Cartesian coordinates (Å):
C 0.1262 -0.9190 0.1099  -0.013
C 0.5100 0.6499 -0.0831  -0.111
N -1.1111 -1.0205 0.0197  0.117
O -0.5371 1.4039 0.1768  -0.445
O -1.9444 -0.1119 -0.0683  -0.142
H 0.7694 -1.6675 0.2352  0.215
H 1.3306 0.7380 0.7061  0.200
H 0.8565 0.9271 -1.0962  0.178

2S+1: 1
HOMO-LUMO gap (spin up / spin down), hartree: 0.298 / 0.299
HOMO level (spin up / spin down), eV: -9.77 / -9.78
LUMO (spin up / spin down), eV: -1.7 / -1.7

Stability, descending: B), A), C)

A) Below is a molecular structure, C2H3NO2, with properties calculated with ωB97M-V/def2-TZVPD.

Last column: natural (NBO) charge in e.
Cartesian coordinates (Å):
C 0.1083 -0.2226 -0.0276  0.427
C 1.4044 0.0448 -0.4582  -0.570
N -1.1914 0.3615 0.3290  0.137
O -0.5059 -1.3348 0.1378  -0.542
O -2.1762 0.7422 -0.2489  -0.277
H 1.8977 1.0117 -0.6140  0.231
H 1.8700 -0.8381 -0.4171  0.220
H -1.4070 0.2353 1.2990  0.374

2S+1: 1
HOMO-LUMO gap (spin up / spin down), hartree: 0.296 / 0.296
HOMO level (spin up / spin down), eV: -8.94 / -8.94
LUMO (spin up / spin down), eV: -0.9 / -0.9

B) Below is 2 unconnected molecules or ions with the total composition C2H3NO2, with properties calculated with ωB97M-V/def2-TZVPD.

Last column: natural (NBO) charge in e.
Cartesian coordinates (Å):
C -1.6369 -0.0204 -0.3558  -0.223
C 1.3032 0.3419 0.4152  0.369
N -1.4175 1.0020 0.2201  -0.209
O 2.1730 0.1083 -0.5870  -0.243
O 1.3173 -0.8999 -0.0971  -0.271
H -2.5471 -0.4868 -0.6687  0.199
H -0.7372 -0.5605 -0.4449  0.212
H 1.5452 0.5155 1.5182  0.167

2S+1: 1
HOMO-LUMO gap (spin up / spin down), hartree: 0.342 / 0.342
HOMO level (spin up / spin down), eV: -9.46 / -9.35
LUMO (spin up / spin down), eV: -0.1 / 0.0

C) Below is a single C2H3NO2 molecule, with properties calculated with ωB97M-V/def2-TZVPD.

Last column: natural (NBO) charge in e.
Cartesian coordinates (Å):
C -1.1519 0.8332 -0.0966  0.391
C 0.5952 0.2930 -0.0656  0.569
N 0.6412 -1.0386 0.1862  -0.835
O -1.9883 0.0552 0.1074  -0.476
O 1.5641 1.0122 -0.0204  -0.585
H -1.0839 1.9740 -0.2372  0.145
H -0.0292 -1.5462 -0.3214  0.389
H 1.4527 -1.5828 0.4476  0.403

Structure (SMILES): NC(=O)C=O
2S+1: 1
HOMO-LUMO gap, hartree: 0.354
HOMO level, eV: -9.28
LUMO, eV: 0.4

Stability, descending: C), A), B)

A) Below is a molecular structure, C2H3NO2, with properties calculated with ωB97M-V/def2-TZVPD.

Last column: natural (NBO) charge in e.
Cartesian coordinates (Å):
C 0.3657 0.4165 0.2294  -0.159
C 0.1437 -0.5952 -0.6094  0.505
N -0.8167 1.1953 0.1069  -0.307
O -1.4905 0.3382 -0.7474  -0.506
O 0.4331 -1.6182 -1.3375  -0.611
H 1.2294 0.6307 0.7069  0.207
H -1.4338 1.4548 0.8261  0.362
H -0.1624 -2.3249 -1.0822  0.509

2S+1: 1
HOMO-LUMO gap, hartree: 0.317
HOMO level, eV: -8.16
LUMO, eV: 0.5

B) Below is a molecular structure, C2H3NO2, with properties calculated with ωB97M-V/def2-TZVPD.

Last column: natural (NBO) charge in e.
Cartesian coordinates (Å):
C 0.3614 0.6182 0.7163  0.190
O 0.4130 0.1530 -0.9826  -0.777
N -0.8359 -0.0125 0.8116  -0.659
C -1.0346 -0.6785 -0.2685  0.905
O -1.6498 -1.4842 -0.8606  -0.516
H 1.1445 -0.3867 -1.3234  0.490
H 0.3572 1.7058 0.8301  0.194
H 1.2443 0.0848 1.0773  0.174

2S+1: 1
HOMO-LUMO gap, hartree: 0.381
HOMO level, eV: -9.92
LUMO, eV: 0.5

Stability, descending: B), A)

A) Below is 2 unconnected molecules or ions with the total composition C2H3NO2, with properties calculated with ωB97M-V/def2-TZVPD.

Last column: natural (NBO) charge in e.
Cartesian coordinates (Å):
C 0.6155 -0.7259 -0.5433  0.243
C 0.6456 0.7607 -0.2049  -0.288
N 2.6321 -0.2178 0.2317  0.195
O 1.9850 0.9439 0.2632  -0.316
O 1.7900 -1.1395 -0.2100  -0.308
H 0.0291 -2.7893 0.3990  -0.017
H 0.5440 1.4449 -1.1963  0.240
H -0.0275 1.2272 0.6107  0.251

2S+1: 1
HOMO-LUMO gap (spin up / spin down), hartree: 0.309 / 0.331
HOMO level (spin up / spin down), eV: -9.22 / -9.18
LUMO (spin up / spin down), eV: -0.8 / -0.2

B) Below is 2 unconnected molecules or ions with the total composition C2H3NO2, with properties calculated with ωB97M-V/def2-TZVPD.

Last column: natural (NBO) charge in e.
Cartesian coordinates (Å):
C -0.3132 1.3141 -0.0615  0.875
C 0.5034 -1.4927 0.5160  0.302
N -0.9888 1.4323 -1.0479  -0.785
O 0.1805 1.2275 0.9651  -0.525
O 0.6685 -1.0512 -0.5796  -0.511
H -0.4423 -1.7751 0.9502  0.104
H 1.3209 -1.5825 1.1990  0.102
H -0.9290 1.9276 -1.9412  0.437

Structure (SMILES): N=C=O.C=O
2S+1: 1
HOMO-LUMO gap, hartree: 0.406
HOMO level, eV: -10.15
LUMO, eV: 0.9

C) Below is 2 unconnected molecules or ions with the total composition C2H3NO2, with properties calculated with ωB97M-V/def2-TZVPD.

Last column: natural (NBO) charge in e.
Cartesian coordinates (Å):
C -0.1163 0.3610 -0.8642  -0.161
C -3.2859 -0.2026 -0.3829  0.505
N -0.6325 -0.6202 -0.2750  -0.126
O -3.1534 0.6197 0.3693  -0.512
O 0.1179 -1.1793 0.7153  -0.559
H -0.5865 0.6894 -1.7438  0.195
H 0.7315 0.8546 -0.4085  0.172
H -0.3507 -2.0674 1.0247  0.485

2S+1: 1
HOMO-LUMO gap, hartree: 0.404
HOMO level, eV: -10.11
LUMO, eV: 0.9

Stability, descending: B), C), A)

A) Below is 2 unconnected molecules or ions with the total composition C2H3NO2, with properties calculated with ωB97M-V/def2-TZVPD.

Last column: natural (NBO) charge in e.
Cartesian coordinates (Å):
C -0.6503 0.8095 -0.6570  -0.134
C 0.2817 -1.0136 0.5392  0.588
N 0.3992 0.2872 -0.0353  -0.017
O 1.4468 0.9674 0.1898  -0.486
O -0.4749 -1.8723 0.3374  -0.477
H -0.8273 1.8065 -0.9179  0.214
H -1.4690 0.1201 -1.0908  0.205
H 1.2938 -1.1047 1.6344  0.106

2S+1: 1
HOMO-LUMO gap (spin up / spin down), hartree: 0.319 / 0.319
HOMO level (spin up / spin down), eV: -9.50 / -9.50
LUMO (spin up / spin down), eV: -0.8 / -0.8

B) Below is a single C2H3NO2 molecule, with properties calculated with ωB97M-V/def2-TZVPD.

Last column: natural (NBO) charge in e.
Cartesian coordinates (Å):
C 0.0531 0.7494 0.8147  0.518
C 0.1530 -0.8392 -0.6769  0.512
N -0.2005 0.5149 -0.5662  -0.725
O 0.3437 -0.0046 1.6745  -0.470
O -0.0173 -1.6073 0.2150  -0.463
H 0.0765 1.7784 1.0454  0.117
H -1.0751 0.4090 -0.8452  0.396
H 0.6666 -1.0005 -1.6612  0.115

Structure (SMILES): O=CNC=O
2S+1: 1
HOMO-LUMO gap, hartree: 0.381
HOMO level, eV: -9.51
LUMO, eV: 0.8

Stability, descending: B), A)

A) Below is 2 unconnected molecules or ions with the total composition C2H3NO2, with properties calculated with ωB97M-V/def2-TZVPD.

Last column: natural (NBO) charge in e.
Cartesian coordinates (Å):
C -0.7135 1.1876 -0.1085  0.846
C 0.8320 -1.2724 -0.3790  0.265
N -0.7605 1.1889 1.0318  -0.783
O -0.6278 1.1715 -1.2421  -0.491
O 0.2589 -1.0533 -1.4212  -0.475
H 0.8917 -2.1985 0.2332  0.109
H 1.4175 -0.4965 0.0772  0.097
H -1.2982 1.4727 1.8086  0.433

Structure (SMILES): N=C=O.C=O
2S+1: 1
HOMO-LUMO gap, hartree: 0.394
HOMO level, eV: -9.90
LUMO, eV: 0.8

B) Below is 2 unconnected molecules or ions with the total composition C2H3NO2, with properties calculated with ωB97M-V/def2-TZVPD.

Last column: natural (NBO) charge in e.
Cartesian coordinates (Å):
C 1.5681 0.4695 0.0164  -0.124
C -2.7724 -0.3863 -0.0287  0.475
N 0.4596 0.0714 -0.3208  -0.153
O 0.0652 -1.1837 0.2950  -0.578
O -2.7202 0.7213 -0.0860  -0.467
H 2.2559 0.1851 0.9147  0.185
H 1.8998 1.3261 -0.5866  0.191
H -0.7561 -1.2035 -0.2040  0.471

2S+1: 1
HOMO-LUMO gap, hartree: 0.426
HOMO level, eV: -10.37
LUMO, eV: 1.2

C) Below is 2 unconnected molecules or ions with the total composition C2H3NO2, with properties calculated with ωB97M-V/def2-TZVPD.

Last column: natural (NBO) charge in e.
Cartesian coordinates (Å):
C 3.3473 -0.7472 0.2938  0.467
C -0.3655 0.3735 -0.4910  0.425
N 0.7989 0.6180 -0.1315  -0.712
O 3.6042 0.2268 -0.1792  -0.461
O -1.1620 -0.6906 -0.2800  -0.664
H -0.8724 1.2915 -1.0663  0.157
H 1.2325 -0.0548 0.3764  0.311
H -0.5500 -1.3236 0.2059  0.476

2S+1: 1
HOMO-LUMO gap, hartree: 0.418
HOMO level, eV: -10.67
LUMO, eV: 0.7

Stability, descending: C), A), B)